{
  "formula": "C5H8N2",
  "method": "ωB97M-V/def2-TZVPD",
  "species": ["C", "N", "C", "C", "C", "C", "N", "H", "H", "H", "H", "H", "H", "H", "H"],
  "positions_angstrom": [[-2.012549, -0.444069, 0.192942], [-0.851186, 0.336029, -0.161017], [0.274340, -0.078202, -0.868438], [1.319554, 0.882484, -0.761978], [1.551579, -0.795869, 0.108257], [0.682202, 1.754459, 0.236171], [-0.549275, 1.442335, 0.548695], [-2.221196, -1.150407, -0.615142], [-2.867285, 0.225095, 0.311755], [-1.864480, -1.001838, 1.128024], [0.131266, -0.810044, -1.659177], [2.262236, -0.259902, 0.732017], [2.091901, -1.460667, -0.561827], [0.883184, -1.356180, 0.775513], [1.113127, 2.652071, 0.668709]],
  "forces_ev_per_a": [[-0.081, -0.058, -0.015], [0.081, -0.028, -0.043], [-0.180, 0.049, -0.173], [-0.298, 0.027, 0.062], [0.243, -0.283, 0.255], [-0.015, 0.128, 0.117], [0.278, -0.059, -0.148], [0.017, 0.103, 0.119], [0.118, -0.110, -0.006], [-0.004, 0.082, -0.144], [0.038, 0.116, 0.165], [-0.074, -0.083, -0.092], [-0.111, 0.140, 0.090], [0.064, 0.137, -0.111], [-0.077, -0.160, -0.077]],
  "homo_lumo_gap_ev": 9.099,
  "charge": 0,
  "e_above_lowest_ev": 4.525,
  "homo_ev": -8.33,
  "fmax_ev_per_a": 0.452,
  "e_lumo_ev": 0.77
}



{
  "formula": "C27H50P2V",
  "method": "ωB97M-V/def2-TZVPD",
  "species": ["V", "C", "C", "C", "C", "C", "C", "H", "H", "H", "C", "H", "H", "H", "C", "H", "H", "H", "C", "H", "H", "H", "C", "H", "H", "H", "C", "C", "C", "C", "C", "C", "C", "C", "H", "H", "H", "H", "H", "H", "H", "H", "H", "H", "H", "H", "P", "C", "C", "P", "C", "C", "C", "H", "H", "H", "H", "H", "H", "H", "H", "H", "H", "H", "H", "H", "H", "C", "C", "C", "C", "H", "H", "H", "H", "H", "H", "H", "H", "H"],
  "positions_angstrom": [[0.093682, 0.273580, -1.503104], [-1.032834, -1.353895, 0.075976], [0.271173, -1.692319, -0.528134], [0.531135, -0.104113, 1.212383], [-0.860460, -0.427459, 1.127512], [1.222124, -0.877555, 0.229074], [-2.217044, -2.261668, 0.035728], [-2.093634, -3.182809, -0.570990], [-3.140562, -1.754820, -0.325256], [-2.445503, -2.621948, 1.065705], [-1.860053, -0.115027, 2.166074], [-2.722592, -0.771434, 2.092363], [-2.200551, 0.924165, 2.107636], [-1.410448, -0.258264, 3.155305], [1.180820, 0.604753, 2.344790], [0.885135, 0.137623, 3.289352], [0.896166, 1.662795, 2.382577], [2.265804, 0.537707, 2.266184], [2.700927, -1.127003, 0.328800], [2.953424, -1.410127, 1.371707], [3.290644, -0.211371, 0.095208], [3.049359, -1.938018, -0.333007], [0.665785, -2.904186, -1.286779], [1.194814, -3.620126, -0.653187], [1.326163, -2.636209, -2.105218], [-0.198156, -3.410979, -1.711914], [-1.345993, 1.822512, -4.470171], [-2.123442, 0.546081, -4.855308], [-1.357337, -0.332801, -5.853029], [0.157726, -0.343893, -5.958138], [0.986685, -0.086498, -4.716292], [1.633467, 1.236991, -4.400518], [1.021591, 2.461554, -5.251931], [-0.478330, 2.456891, -5.579972], [-1.768821, 0.104686, -6.744642], [0.523340, 0.340962, -6.696287], [-1.726826, -1.344452, -5.857169], [-0.682334, 2.000204, -6.561830], [-1.926425, 2.695950, -4.035704], [-3.220111, 0.652464, -5.221943], [-0.808013, 3.518579, -5.760363], [1.224286, 3.387304, -4.712516], [2.722805, 1.250237, -4.703488], [1.595331, 2.580820, -6.185989], [0.495218, -1.318734, -6.301860], [1.681047, -0.917925, -4.497767], [-2.220178, 0.170871, -3.152780], [-3.639174, 1.111416, -2.457577], [-2.107332, -1.588733, -3.172330], [2.145357, 1.043615, -2.440315], [-0.569013, 0.916873, -3.263281], [3.477187, -0.163592, -2.618053], [2.696859, 2.789707, -2.265489], [-3.339653, 1.672950, -1.540055], [-4.306488, 0.286189, -2.104415], [-4.179760, 1.749009, -3.211591], [-1.517606, -2.049117, -3.984795], [-3.167008, -1.868130, -3.270185], [-1.752893, -1.893248, -2.188462], [2.354559, 3.241796, -3.206037], [3.790451, 2.800015, -2.191497], [2.223110, 3.316188, -1.409354], [0.019576, 1.864477, -3.094306], [0.145496, -0.139100, -4.027412], [4.227240, -0.067362, -1.831246], [3.885593, 0.075262, -3.582400], [3.062613, -1.158468, -2.630888], [-1.081153, 3.193937, 1.634307], [-1.441864, 2.696021, 0.223006], [-2.110523, 3.795217, -0.562025], [-0.206091, 2.190092, -0.526401], [-0.229787, 3.869018, 1.606752], [-0.847255, 2.442557, 2.349899], [-1.896342, 3.799740, 2.071806], [-2.180679, 1.897882, 0.376236], [-1.419048, 4.622731, -0.686177], [-2.363357, 3.484854, -1.562222], [-2.987986, 4.194425, -0.079965], [-0.026872, 2.898644, -1.357971], [0.642536, 2.206637, 0.167454]],
  "forces_ev_per_a": [[-0.566, 1.154, 3.905], [1.074, -0.966, -0.454], [-0.291, 1.586, 2.098], [-0.493, -1.308, -1.134], [1.442, -0.306, -0.997], [-0.559, -0.520, 0.082], [-1.282, -0.463, 0.013], [0.120, 0.625, 0.257], [0.378, -0.359, 0.221], [0.140, 0.223, -0.665], [-0.308, 0.487, 0.242], [-0.112, 0.050, 0.029], [-0.102, -0.285, 0.173], [-0.095, 0.064, -0.081], [0.094, 0.460, -0.168], [-0.005, 0.089, -0.026], [0.246, -0.251, 0.114], [-0.044, 0.103, 0.071], [0.608, 0.372, -0.049], [-0.094, 0.057, -0.586], [-0.248, -0.644, 0.258], [-0.195, 0.359, 0.260], [-0.081, -0.252, -0.162], [-0.039, -0.049, -0.011], [0.180, -0.168, -0.285], [0.003, -0.098, -0.069], [0.651, -0.646, -0.571], [-3.230, 1.095, -1.541], [-0.689, 0.595, -0.120], [1.738, -0.109, -0.587], [0.835, -1.798, -0.634], [2.267, -0.223, -1.028], [0.475, -0.047, 1.138], [-0.270, 0.613, -0.327], [0.168, -0.179, -0.944], [-0.209, 0.285, -0.892], [-0.324, -0.349, 0.187], [0.156, -0.122, 0.543], [0.342, -1.508, 0.087], [1.600, 0.166, -0.059], [0.331, -0.889, 0.461], [0.054, 0.128, 0.077], [-1.027, -0.118, -0.251], [-0.092, -0.363, 0.401], [-0.369, -0.156, -0.289], [-0.115, 0.250, -0.296], [1.862, 1.868, 0.147], [-0.878, -1.190, 0.654], [-0.896, -0.920, 1.487], [-1.649, 1.083, -1.649], [-4.032, 4.739, 0.016], [0.379, 0.895, 0.050], [0.248, -0.205, 0.399], [-0.081, -0.421, -0.944], [-0.048, 0.816, -0.217], [0.730, -0.732, 0.731], [-0.206, 0.750, 0.449], [0.198, -0.478, -0.023], [-0.120, -0.457, -0.325], [0.469, 0.212, 0.508], [-0.217, 0.372, -0.030], [0.429, -0.522, -0.491], [-0.936, -1.217, 1.838], [1.709, -1.077, 0.060], [-0.045, -0.051, -0.205], [0.746, -0.252, -0.446], [-0.114, -0.253, 0.094], [-0.695, 1.348, -0.340], [-0.056, -0.508, 0.594], [0.311, 0.510, 0.016], [0.466, -0.108, -0.419], [0.246, 0.112, -0.198], [0.081, -0.744, 0.324], [0.103, -0.334, -0.209], [0.012, -0.085, -0.183], [0.197, 0.259, 0.034], [-0.196, -0.203, -0.479], [-0.462, 0.037, 0.201], [0.256, -0.059, 0.499], [0.127, 0.232, -0.333]],
  "homo_lumo_gap_ev": [6.984, 7.288],
  "charge": 1,
  "spin_multiplicity": 3,
  "e_above_lowest_ev": 0.000,
  "homo_ev": [-9.49, -9.83],
  "fmax_ev_per_a": 6.222,
  "e_lumo_ev": [-2.51, -2.54]
}



{
  "formula": "C25H37N4O8P2STi",
  "method": "ωB97M-V/def2-TZVPD",
  "species": ["Ti", "C", "C", "N", "C", "C", "C", "S", "N", "C", "O", "C", "C", "C", "C", "C", "C", "H", "H", "H", "H", "H", "H", "H", "H", "H", "H", "H", "H", "H", "H", "H", "C", "C", "O", "P", "O", "O", "O", "P", "O", "O", "O", "H", "H", "H", "H", "H", "H", "H", "N", "C", "C", "C", "C", "C", "N", "H", "H", "H", "H", "H", "H", "C", "C", "C", "C", "C", "C", "H", "H", "H", "H", "H", "H", "H", "H", "H"],
  "positions_angstrom": [[-0.261247, 0.359819, -0.540405], [-0.284675, -1.096185, 5.062988], [0.212929, 0.313189, 4.792796], [1.364787, 0.343928, 3.885235], [2.702370, 0.271560, 4.500082], [3.325317, -1.110314, 4.421074], [1.225901, 0.390666, 2.567090], [-0.380449, 0.414894, 1.926792], [2.411249, 0.436286, 1.894674], [2.528966, 0.305282, 0.613281], [1.550859, 0.086483, -0.215302], [3.869867, 0.364331, -0.004945], [4.007217, 0.263352, -1.387355], [5.266045, 0.319846, -1.960547], [6.388256, 0.476786, -1.158049], [6.254479, 0.575366, 0.220232], [4.998416, 0.518956, 0.798009], [-1.130345, -1.059046, 5.747727], [0.489072, -1.711228, 5.518759], [-0.614311, -1.574139, 4.141186], [0.533434, 0.794446, 5.716756], [-0.577182, 0.928719, 4.366250], [2.571687, 0.573238, 5.538273], [3.339763, 1.008391, 4.015463], [2.730055, -1.851131, 4.951186], [4.315034, -1.087840, 4.875683], [3.436267, -1.425469, 3.384841], [3.125933, 0.139498, -2.002089], [5.374566, 0.240491, -3.033586], [7.370672, 0.520898, -1.607539], [7.129689, 0.695523, 0.843698], [4.877248, 0.594971, 1.869025], [-1.001995, 3.775927, -4.188329], [-0.981738, 2.684576, -3.123978], [-2.269437, 2.325911, -2.650413], [-0.170180, 1.156255, -3.686380], [-1.120491, 0.610834, -4.808928], [1.194249, 1.465004, -4.386852], [-0.026864, 0.200180, -2.523359], [0.109348, 3.140242, -1.725114], [-0.225119, 4.633267, -1.343554], [1.493255, 2.919768, -2.218831], [-0.352523, 2.246958, -0.546135], [-1.497191, 3.419390, -5.093709], [0.004103, 4.094467, -4.457095], [-1.546564, 4.632033, -3.792231], [-2.866279, 2.259993, -3.407611], [-0.785467, -0.121706, -5.341244], [1.754986, 1.962063, -3.744383], [0.543745, 5.213298, -1.396419], [-1.577522, -2.224647, -2.460656], [-0.798658, -2.783661, -1.486156], [-0.593503, -4.177568, -1.479064], [0.199248, -4.740836, -0.518239], [0.798888, -3.917023, 0.439628], [0.576425, -2.569345, 0.350613], [-0.197772, -1.984476, -0.590507], [-2.161590, -2.874159, -2.965554], [-2.035407, -1.349996, -2.216447], [-1.074929, -4.780570, -2.235878], [0.354837, -5.811364, -0.503113], [1.425599, -4.311308, 1.224240], [1.029264, -1.898217, 1.067658], [-5.448773, 1.176303, 0.359714], [-4.890916, -0.202379, -0.010561], [-5.487719, -0.662537, -1.347873], [-5.222987, -1.218503, 1.089118], [-3.434026, -0.102806, -0.154994], [-2.228305, -0.013898, -0.277456], [-6.537978, 1.132419, 0.384973], [-5.144754, 1.927217, -0.368669], [-5.092688, 1.488701, 1.340658], [-6.566915, -0.781370, -1.246749], [-5.066921, -1.621238, -1.655450], [-5.295732, 0.070214, -2.131421], [-6.303764, -1.264254, 1.227592], [-4.765461, -0.931586, 2.035147], [-4.865676, -2.213155, 0.822712]],
  "forces_ev_per_a": [[-0.240, -0.902, 0.861], [-0.050, -0.026, 0.008], [0.011, 0.096, 0.025], [-0.026, -0.014, 0.112], [-0.026, 0.100, 0.020], [0.062, -0.034, -0.017], [0.267, 0.093, -0.076], [-0.120, -0.116, -0.370], [-0.160, 0.012, 0.197], [-0.151, -0.088, -0.347], [0.548, 0.148, 0.152], [0.037, 0.036, 0.130], [-0.020, -0.009, -0.009], [0.000, -0.002, 0.007], [-0.019, -0.003, -0.017], [-0.019, -0.002, 0.025], [0.018, 0.015, -0.032], [-0.037, -0.008, 0.020], [0.028, -0.011, 0.027], [0.001, -0.002, -0.021], [-0.020, -0.030, -0.016], [0.007, -0.030, 0.025], [0.030, -0.016, -0.011], [-0.013, -0.031, -0.002], [-0.031, -0.025, 0.017], [0.031, -0.013, 0.022], [0.006, 0.007, -0.022], [0.006, 0.005, 0.004], [0.004, 0.001, -0.014], [0.024, 0.001, -0.018], [0.015, 0.002, 0.002], [-0.005, 0.000, 0.014], [-0.031, -0.047, -0.024], [-0.154, 0.009, -0.120], [0.033, 0.100, -0.074], [0.176, 0.057, -0.027], [0.011, -0.005, -0.058], [-0.128, -0.236, -0.134], [-0.186, 0.299, -0.022], [0.084, -0.079, 0.186], [-0.082, -0.078, 0.105], [0.068, 0.221, 0.150], [0.223, 0.276, -0.685], [-0.019, 0.018, 0.012], [0.032, -0.020, 0.003], [-0.009, -0.003, -0.013], [-0.012, 0.009, 0.033], [-0.002, -0.086, -0.034], [0.004, 0.108, 0.074], [0.061, 0.087, -0.012], [-0.266, 0.148, -0.014], [0.140, -0.048, 0.008], [-0.040, 0.119, -0.001], [0.063, 0.002, 0.065], [-0.070, 0.027, -0.100], [0.013, 0.035, 0.055], [0.051, 0.166, -0.101], [0.010, 0.081, 0.090], [0.089, -0.207, -0.021], [-0.025, -0.027, -0.011], [0.003, -0.004, 0.010], [0.017, -0.023, 0.010], [-0.044, -0.057, -0.052], [-0.019, 0.020, 0.019], [0.032, -0.018, -0.037], [-0.009, -0.034, 0.011], [-0.016, -0.013, -0.016], [-0.046, -0.074, 0.027], [-0.080, 0.066, -0.007], [-0.033, 0.012, 0.016], [-0.010, 0.017, -0.025], [0.023, 0.010, 0.015], [-0.025, 0.006, 0.001], [0.001, -0.003, 0.012], [0.017, 0.024, -0.027], [-0.026, -0.012, 0.006], [0.009, 0.018, 0.014], [0.012, -0.016, -0.006]],
  "homo_lumo_gap_ev": 7.900,
  "charge": 1,
  "e_above_lowest_ev": 0.000,
  "homo_ev": -11.15,
  "fmax_ev_per_a": 1.270,
  "e_lumo_ev": -3.25
}